1.
The following is a quantum chemistry calculation of a single C9H10N4S molecule at a distorted geometry, from OMol25.

Values from the calculation:
SMILES: CNc1nc(SC)nc2ncccc12
Kohn-Sham gap: 8.3577 eV
HOMO energy: -8.341 eV

The geometry in ORCA input format:
```
! RIJCOSX wB97M-V def2-TZVPD def2/J DEFGRID3
* xyz 0 1
C 2.69 2.74 0.30
C 0.61 1.25 -0.09
C -1.43 0.27 0.05
C -3.98 -0.92 0.17
C 0.34 -1.16 0.08
C 1.98 -2.73 0.04
C 2.95 -1.74 -0.11
C 2.56 -0.41 -0.18
C 1.24 -0.08 -0.03
H 2.66 3.69 0.82
H 3.42 2.76 -0.54
H 3.06 2.04 1.03
H 0.67 3.20 -0.09
H -3.59 -1.34 1.14
H -5.03 -0.81 0.26
H -3.68 -1.65 -0.59
H 2.23 -3.84 -0.01
H 3.98 -2.03 -0.17
H 3.31 0.39 -0.34
N 1.32 2.45 -0.16
N -0.69 1.41 -0.06
N -1.05 -0.98 0.06
N 0.65 -2.43 0.08
S -3.15 0.70 -0.14
*
```

2.
The following is a quantum chemistry calculation of 4 unconnected molecules or ions with the total composition C30H33BrN5O6 at a distorted geometry, from OMol25.

Values from the calculation:
Kohn-Sham gap: 6.8716 eV
HOMO energy: -10.534 eV

The geometry in ORCA input format:
```
! RIJCOSX wB97M-V def2-TZVPD def2/J DEFGRID3
* xyz 1 1
Br 0.62 0.06 4.21
C 0.25 -1.01 2.69
C 0.16 -0.27 1.34
C 1.57 -0.55 0.77
C 1.91 -1.88 1.32
C 2.87 -2.92 0.86
C 3.98 -2.43 -0.09
C 3.80 -2.88 -1.56
C 2.45 -2.49 -2.20
N 1.67 -3.61 -2.68
C 1.12 -4.65 -1.99
C 0.43 -5.50 -2.82
C 0.57 -4.92 -4.12
C 1.32 -3.78 -4.00
N 1.20 -2.09 2.39
H -0.71 -1.53 2.76
H -0.15 0.77 1.38
H -0.51 -0.90 0.75
H 2.21 0.18 1.29
H 1.76 -0.34 -0.27
H 3.27 -3.46 1.71
H 2.27 -3.65 0.31
H 4.16 -1.36 -0.02
H 4.90 -2.94 0.23
H 4.57 -2.36 -2.12
H 3.92 -3.96 -1.66
H 2.65 -1.87 -3.07
H 1.82 -1.89 -1.54
H 1.18 -4.81 -0.92
H -0.08 -6.40 -2.54
H 0.15 -5.37 -5.01
H 1.60 -3.12 -4.80
H 1.26 -2.90 2.99
C 5.61 -8.73 -4.06
C 4.75 -7.85 -4.73
C 4.91 -6.49 -4.59
C 5.93 -6.01 -3.78
C 6.79 -6.86 -3.11
C 6.62 -8.23 -3.25
N 6.12 -4.56 -3.65
O 5.34 -3.83 -4.24
O 7.03 -4.16 -2.96
H 5.48 -9.79 -4.18
H 3.97 -8.24 -5.36
H 4.25 -5.81 -5.10
H 7.58 -6.47 -2.48
H 7.28 -8.91 -2.73
C -3.55 5.79 3.25
C -2.64 5.91 4.29
C -1.94 4.80 4.73
C -2.16 3.58 4.11
C -3.08 3.45 3.08
C -3.77 4.56 2.64
N -1.41 2.41 4.56
O -0.63 2.54 5.48
O -1.59 1.35 3.98
H -4.09 6.67 2.90
H -2.47 6.87 4.75
H -1.23 4.89 5.54
H -3.25 2.49 2.61
H -4.48 4.48 1.84
C -8.87 9.56 1.97
C -8.50 8.32 2.46
C -7.43 7.64 1.90
C -6.74 8.23 0.85
C -7.10 9.46 0.34
C -8.18 10.13 0.91
N -5.59 7.52 0.27
O -5.30 6.43 0.73
O -4.99 8.07 -0.63
H -9.71 10.09 2.41
H -9.04 7.88 3.29
H -7.13 6.67 2.29
H -6.56 9.90 -0.48
H -8.47 11.09 0.52
*
```

3.
The following is a quantum chemistry calculation of a molecular structure, C20H43N2OP3ReS at a distorted geometry, from OMol25.

Values from the calculation:
Kohn-Sham gap (alpha / beta): 7.2920 / 6.0072 eV
HOMO energy (alpha / beta): -20.513 / -20.853 eV

The geometry in ORCA input format:
```
! RIJCOSX wB97M-V def2-TZVPD def2/J DEFGRID3
* xyz 4 4
Re -0.07 -0.02 -0.15
P 1.51 0.87 1.42
P -0.85 2.07 -0.70
P 1.87 -0.46 -1.51
H -1.20 -2.82 0.74
C -0.21 -2.71 0.30
C 0.64 -2.24 1.31
H 0.20 -1.90 2.26
C 1.03 1.32 3.12
C 2.32 2.50 0.95
C 3.09 -0.01 1.86
C -2.51 2.09 -1.44
C -1.10 3.24 0.68
C 0.20 2.85 -2.00
C 2.84 -1.98 -1.12
C 3.29 0.69 -1.68
C 1.51 -0.66 -3.26
H 0.16 -3.38 -0.49
H 1.74 -2.32 1.36
H 1.05 0.41 3.72
H 0.05 1.80 3.15
H 1.75 2.00 3.60
H 1.51 3.22 0.74
H 3.00 2.37 0.10
H 2.90 2.88 1.81
H 2.85 -1.00 2.27
H 3.61 0.55 2.66
H 3.82 -0.10 1.05
H -2.35 1.88 -2.51
H -3.00 3.05 -1.24
H -3.18 1.32 -1.05
H -1.08 4.29 0.35
H -0.40 3.13 1.53
H -2.08 3.00 1.11
H -0.36 3.71 -2.34
H 0.36 2.14 -2.81
H 1.19 3.11 -1.62
H 3.47 -2.26 -1.97
H 2.19 -2.84 -0.91
H 3.52 -1.94 -0.26
H 3.95 0.36 -2.48
H 3.90 0.76 -0.79
H 2.99 1.71 -1.94
H 2.40 -1.07 -3.74
H 1.19 0.29 -3.70
H 0.69 -1.36 -3.40
C -1.81 -1.27 -2.52
C -2.92 -0.71 -3.21
C -3.14 -1.17 -4.51
C -2.43 -2.30 -4.98
C -1.54 -3.01 -4.14
C -1.33 -2.58 -2.85
O -1.34 -0.53 -1.57
H -0.29 -1.61 -0.73
H -3.59 0.01 -2.71
H -3.93 -0.74 -5.09
H -2.62 -2.68 -6.04
H -1.12 -3.98 -4.41
H -0.88 -3.26 -2.09
S -2.12 -0.33 1.29
C -1.90 -0.35 3.00
N -1.53 -1.44 3.71
C -1.55 -1.13 5.16
C -1.83 0.35 5.19
N -2.06 0.71 3.83
H -1.47 -2.38 3.34
H -0.64 -1.49 5.65
H -2.34 -1.69 5.66
H -1.02 0.91 5.67
H -2.69 0.54 5.84
H -2.32 1.62 3.51
*
```

4.
The following is a quantum chemistry calculation of 2 unconnected molecules or ions with the total composition C3H9O2PS at a distorted geometry, from OMol25.

Values from the calculation:
SMILES: CP(C)SO.C=O
Kohn-Sham gap: 9.4208 eV
HOMO energy: -8.783 eV

The geometry in ORCA input format:
```
! RIJCOSX wB97M-V def2-TZVPD def2/J DEFGRID3
* xyz 0 1
C -3.34 1.16 0.11
C 1.57 -0.24 -1.22
C 0.22 0.94 1.08
O 0.45 -2.41 0.37
O -3.36 0.00 -0.14
P -0.14 0.34 -0.67
S -0.95 -1.59 -0.17
H 0.73 -2.63 -0.52
H -4.38 1.67 0.32
H -2.40 1.62 0.43
H 2.07 -0.92 -0.44
H 2.17 0.59 -1.61
H 1.11 -0.71 -2.16
H -0.24 0.34 1.91
H -0.28 1.93 1.13
H 1.32 1.15 1.17
*
```